Here is a cluster of 16 separate species, C72H198N36O10P10 in total at a distorted geometry from the OMol25 dataset. Energies are from the ωB97M-V functional and the def2-TZVPD basis.

Structure (ORCA input):
```
! RIJCOSX wB97M-V def2-TZVPD def2/J DEFGRID3
* xyz 0 1
P 5.43 -0.32 2.63
P -0.79 -2.70 6.84
P 3.77 -6.63 5.27
P 2.48 4.93 3.93
P -7.45 2.92 -2.83
P -1.34 -0.38 -0.85
P -2.36 -6.85 -4.71
P -1.56 7.78 -3.19
P -4.42 4.12 4.33
P 3.45 3.38 -4.28
O -8.90 2.82 -2.51
O 2.09 3.55 -3.78
O -1.66 9.29 -3.18
O 4.00 -0.04 2.42
O -2.45 0.26 -0.10
O -3.59 -7.66 -4.41
O -5.80 4.27 4.80
O 1.77 6.03 4.65
O 3.74 -5.15 5.10
O -0.95 -2.55 8.30
N -6.33 3.31 -1.49
N 0.08 -1.50 -7.69
N -3.33 3.98 5.64
N 2.45 5.30 2.21
N -1.56 -0.42 -2.55
N 5.33 -7.28 5.02
N -7.10 4.17 -4.02
N 5.85 -0.01 4.22
N -0.68 7.05 -1.83
N -7.31 -8.44 -0.83
N 1.85 3.35 4.25
N -1.82 -1.66 5.82
N 0.75 -2.39 6.29
N 5.76 -1.90 2.27
N -8.15 -2.62 -3.27
N -3.79 5.47 3.40
N 2.77 -7.38 4.09
N -1.07 -7.00 -3.49
N 6.38 0.58 1.53
N 3.51 2.93 -5.98
N 0.12 0.59 -0.62
N -1.58 -7.28 -6.24
N -4.00 2.76 3.30
N -6.85 1.45 -3.44
N -5.16 -3.53 -0.15
N 4.50 4.78 -4.17
N -2.50 -5.16 -5.00
N -1.91 3.99 -7.62
N -0.59 7.19 -4.51
N 4.15 4.54 4.13
N -3.06 6.91 -3.28
N 4.30 2.11 -3.45
N -0.96 -4.31 6.40
N 4.16 -2.40 -4.05
N 3.35 -7.28 6.76
N -0.91 -1.99 -0.37
C 7.20 0.38 4.62
C -1.53 2.93 -7.82
C 3.89 6.01 -3.71
C 0.13 2.04 -0.94
C -4.70 1.59 3.66
C -3.66 6.75 4.17
C -3.66 3.02 6.67
C 3.53 -6.48 7.94
C 1.86 -0.69 -5.88
C -0.42 -5.40 7.29
C -1.45 -4.68 5.11
C -6.83 3.71 -0.17
C 1.74 -1.66 7.19
C -0.94 -6.12 -2.35
C -1.08 1.62 -7.99
C 4.75 5.19 5.32
C 0.25 7.85 -1.10
C -2.61 2.60 2.80
C -4.86 -1.62 1.62
C 6.41 -6.30 4.79
C -3.25 -2.01 5.53
C 5.70 -4.27 -3.09
C 5.71 -8.58 4.39
C -1.29 -4.33 -5.17
C 4.84 -3.26 -3.68
C 1.12 -2.39 4.78
C 3.42 6.18 1.47
C -7.46 0.72 -4.54
C -7.78 5.45 -3.88
C 1.76 2.38 3.26
C -0.25 -8.00 -6.34
C -8.39 -3.72 -3.45
C 1.37 2.85 5.49
C 2.32 3.32 -6.81
C -0.60 -2.26 1.04
C -8.58 -5.11 -3.64
C -1.54 -0.25 5.89
C -0.39 -0.59 -3.46
C -0.51 5.79 -4.90
C -6.40 0.49 -2.40
C -1.53 -3.16 -1.03
C -1.92 4.27 5.53
C -5.14 -7.47 -1.82
C 5.09 -2.58 1.11
C 0.42 8.05 -5.14
C -6.31 -8.05 -1.21
C -3.97 7.03 -2.10
C 3.09 -7.48 2.64
C -0.58 5.60 -1.62
C -5.75 4.25 -4.69
C -5.06 -2.64 0.61
C 3.50 -8.70 6.98
C 5.68 2.13 -3.03
C 3.59 0.93 -3.13
C 4.79 3.40 3.46
C 7.05 -2.59 2.68
C -3.66 -4.65 -5.57
C 5.83 0.88 0.22
C -4.88 3.37 -1.65
C 1.25 -7.32 4.36
C 7.90 0.52 1.46
C -2.80 -0.73 -3.21
C 5.80 4.89 -4.85
C -3.92 5.63 1.94
C 1.45 -0.02 -0.58
C -0.77 -8.48 -3.21
C 0.86 -1.17 -6.92
C 4.43 1.96 -6.49
C 5.03 -0.52 5.32
C 1.17 5.32 1.56
C -3.70 7.26 -4.54
C -2.44 -7.49 -7.43
H -8.84 -5.14 -4.70
H 4.34 6.16 5.59
H -5.07 4.83 -4.08
H -2.50 -4.94 5.26
H -2.69 -1.47 -4.01
H -5.87 4.91 -5.56
H -6.10 3.87 0.61
H 3.93 1.31 -7.21
H 7.94 -0.30 4.19
H -8.26 0.07 -4.18
H 0.12 9.06 -4.86
H 1.58 2.53 -6.84
H -0.13 5.12 -4.13
H -4.33 2.61 -1.09
H -3.73 -1.88 6.50
H 1.21 7.51 -1.49
H -1.40 3.40 5.12
H -3.01 6.10 1.56
H 4.17 -7.51 2.45
H -3.80 -1.41 4.82
H 6.49 1.60 -0.27
H -4.55 2.40 6.54
H 6.26 -5.70 3.89
H -3.22 0.16 -3.68
H 0.59 -5.02 7.47
H 3.08 -8.94 7.95
H 2.40 2.53 2.39
H 0.23 -8.49 -2.77
H 0.07 -8.13 -7.38
H -0.47 -0.06 6.02
H -7.73 1.39 -5.36
H 2.54 1.06 -2.89
H 7.88 -1.90 2.53
H -4.86 6.40 -2.07
H 7.32 -3.52 2.19
H -1.29 4.95 -2.13
H -4.06 4.65 1.49
H -0.02 2.61 -0.02
H 1.10 2.37 -1.33
H -0.09 -1.63 -3.34
H 1.54 -1.23 -4.98
H -3.94 3.46 7.62
H -1.53 0.04 4.84
H -8.79 5.11 -3.65
H 3.69 6.74 -4.49
H 0.71 1.99 5.39
H 1.03 -1.41 4.31
H -1.54 -2.58 1.49
H -5.11 -6.38 -1.93
H 1.45 7.93 -4.78
H 5.03 -1.97 0.21
H 4.06 -2.81 1.42
H 4.32 -1.08 4.72
H 8.42 0.83 2.36
H -0.78 -5.36 8.32
H -2.78 2.39 6.82
H -0.76 -9.13 -4.08
H -1.43 4.51 6.47
H -3.07 6.89 -5.35
H -4.75 7.01 -4.73
H 5.79 -8.57 3.31
H 4.51 -9.09 6.86
H 4.27 5.59 1.14
H -0.48 2.25 -1.81
H -2.32 0.22 6.49
H -1.86 5.17 4.92
H 1.58 -0.59 7.01
H -2.04 1.96 3.48
H 4.52 3.15 2.43
H -7.69 6.07 -4.77
H -0.86 -5.55 4.82
H 4.50 6.34 -2.87
H -3.39 6.72 -1.24
H 6.43 2.24 -3.81
H -1.15 -6.70 -1.45
H 2.24 0.72 -0.43
H 8.08 -0.55 1.34
H 6.00 2.75 -2.19
H -3.39 -6.97 -7.30
H -4.82 6.15 1.61
H -7.21 0.37 -1.68
H 0.83 -6.58 3.68
H 7.24 -2.58 3.75
H -2.57 -3.10 -0.70
H 2.67 -6.57 2.21
H 2.95 -6.92 8.75
H 8.17 1.26 0.70
H 4.66 4.46 6.12
H -1.98 -6.90 -8.22
H 5.85 3.64 3.42
H -5.51 0.86 -1.91
H -5.13 -7.75 -2.87
H -2.57 2.24 1.77
H 7.44 0.38 5.69
H -3.71 -3.61 -5.26
H -7.21 4.73 -0.18
H 2.20 2.70 6.18
H -1.54 5.42 -4.91
H -6.31 -0.53 -2.78
H -1.44 -3.18 -2.11
H 5.89 5.81 -5.44
H -0.53 -4.85 -5.75
H 5.52 -3.54 0.83
H 2.13 -2.78 4.67
H 3.24 -5.44 7.77
H 5.54 -4.05 -2.04
H -4.55 -2.15 2.52
H 1.03 -7.07 5.40
H -4.51 1.00 2.76
H -4.12 -0.88 1.29
H 6.65 4.71 -4.20
H 5.16 2.42 -7.15
H -7.67 3.13 0.23
H -1.44 -8.91 -2.46
H 5.57 -5.29 -3.46
H 1.72 0.38 -5.75
H 1.94 1.35 3.58
H -4.46 4.26 -1.17
H -4.62 7.25 4.02
H 2.92 -9.20 6.21
H 5.88 4.04 -5.53
H -4.50 -4.97 -4.97
H 4.71 2.54 4.12
H -4.34 1.10 4.56
H 0.73 2.34 2.92
H -5.79 1.64 3.64
H 4.57 -6.39 8.25
H -0.77 5.42 -0.56
H 3.08 6.66 0.55
H -4.07 8.11 -1.99
H 4.78 1.12 0.37
H 4.85 -9.21 4.59
H 0.47 0.03 -3.23
H 6.73 -3.96 -3.17
H -0.94 -4.06 -4.17
H 0.77 -8.22 3.99
H -0.79 1.31 -6.99
H 2.69 -8.41 2.24
H 0.62 -7.49 -5.93
H 1.64 -0.46 -1.55
H 6.72 -8.90 4.65
H -4.26 -7.82 -1.27
H 3.81 6.93 2.16
H 1.58 -0.81 0.17
H -7.61 -5.57 -3.45
H -0.15 1.66 -8.57
H 6.08 1.18 -2.66
H -1.37 -3.83 4.44
H -4.35 3.45 -2.60
H -5.38 3.25 -4.94
H 1.47 -1.97 8.20
H -0.30 -1.38 1.62
H 5.92 -0.04 -0.36
H 0.43 7.95 -6.22
H 0.21 7.59 -0.04
H 2.84 5.94 -3.41
H -3.74 8.34 -4.64
H 7.21 1.43 4.34
H 4.48 0.30 5.78
H -1.53 -3.49 -5.82
H -0.70 -0.42 -4.49
H 0.90 6.37 1.41
H 2.85 -1.04 -6.16
H 1.15 4.80 0.60
H 0.24 8.91 -1.33
H -3.68 -4.86 -6.64
H 0.05 -5.68 -2.25
H -3.54 -1.14 -2.53
H -2.10 3.55 2.71
H -0.03 5.49 -5.83
H 5.03 1.60 -5.66
H 7.44 -6.66 4.88
H -2.41 -8.51 -7.80
H -1.85 0.90 -8.24
H 0.44 5.35 -1.89
H 2.01 4.33 -6.53
H -3.27 -3.03 5.15
H -0.33 -6.38 6.83
H -3.46 6.59 5.23
H 0.18 -3.03 1.08
H -1.63 -5.28 -2.49
H 2.79 -1.89 7.02
H -9.47 -5.41 -3.09
H 0.68 3.53 5.99
H 4.07 0.48 -2.26
H 0.54 -3.06 4.14
H -0.37 -8.99 -5.91
H 3.88 0.25 -3.94
H -7.41 5.95 -2.99
H -1.04 -4.06 -0.65
H -6.74 0.01 -4.94
H -5.78 -1.07 1.82
H 5.78 5.49 5.13
H 6.16 -5.51 5.50
H 2.61 3.35 -7.86
H 0.44 4.81 2.19
H 5.36 -1.30 6.00
H -2.77 7.34 3.97
*
```

The max |F| comes out at 4.83 eV/A. The value obtained for the energy is -244881.88474 eV.

Mulliken population analysis, charges in e, atoms 1 to 5: atom 1 (P): -1.73, atom 2 (P): 0.24, atom 3 (P): 0.18, atom 4 (P): 0.31, atom 5 (P): 0.43